1.
Density functional theory data (ωB97M-V/def2-TZVPD) for a molecular structure, C21H31CeNOP2.

XYZ file:
```
57
Properties=species:S:1:pos:R:3:forces:R:3:mulliken_charge:R:1
C -0.660250 -4.132094 1.551156 0.36 0.67 -0.26 -0.392
C -0.000691 -3.041416 1.001193 -0.10 0.03 0.29 -0.362
C -0.324286 -2.643075 -0.330341 -0.60 0.87 -0.31 0.446
C -1.228778 -3.429474 -1.114014 0.11 -0.04 0.36 1.024
C -1.871599 -4.542773 -0.505445 0.09 -0.21 0.57 -0.852
C -1.618465 -4.856709 0.818608 -0.33 -0.22 -0.82 -0.994
C -1.487671 -3.021181 -2.422725 -0.01 -0.56 -0.34 -0.834
C -0.756301 -1.996966 -3.023375 0.32 0.56 -0.19 0.812
C 0.150786 -1.249451 -2.207675 -0.84 -0.03 0.69 0.618
C 0.984432 -0.250360 -2.794798 -0.01 0.32 -0.06 -0.356
C 0.780535 0.101708 -4.123293 -0.07 -0.29 0.73 -0.400
C -0.194961 -0.550349 -4.908281 -0.40 -0.53 0.04 -1.069
C -0.915504 -1.611189 -4.384692 0.25 0.33 -0.36 -0.812
H -0.426873 -4.409870 2.581397 -0.07 -0.06 -0.33 0.472
H -2.555444 -5.128491 -1.116984 0.07 0.04 0.26 0.492
H -2.130746 -5.687822 1.299112 0.11 0.15 -0.20 0.419
H -2.222530 -3.570102 -3.023656 0.20 0.23 0.27 0.502
H 1.388871 0.904080 -4.544597 -0.12 -0.32 -0.04 0.493
H -0.344753 -0.219619 -5.935679 0.00 -0.23 0.25 0.413
H -1.618277 -2.180226 -4.993685 0.18 0.24 0.04 0.491
N 0.103228 -1.427880 -0.835020 1.69 -1.09 -0.27 0.015
Ce -1.095780 0.415445 0.131995 1.00 0.75 -0.97 0.614
C 1.007436 -2.253400 1.815911 -0.25 0.32 -0.24 -1.186
H 1.897291 -1.998897 1.225285 -0.15 -0.15 0.09 0.387
H 1.315830 -2.787183 2.722791 -0.04 -0.06 -0.26 0.657
C 2.053448 0.430490 -1.963679 -0.42 0.08 0.29 -1.047
H 2.618662 -0.279496 -1.345634 -0.10 0.03 -0.26 0.399
H 2.746048 1.015233 -2.579738 -0.07 -0.27 0.00 0.650
P 0.230890 -0.667250 2.367910 0.18 -1.25 0.81 0.706
P 1.236058 1.614811 -0.810040 1.40 0.47 -1.11 0.914
C 0.801766 2.962112 -1.964576 -0.11 0.15 0.18 -1.336
H 0.356309 3.787338 -1.392244 0.20 -0.13 -0.37 0.361
H 1.711607 3.298704 -2.477128 -0.25 0.06 0.05 0.429
H 0.073519 2.605182 -2.705140 0.18 0.13 0.13 0.378
C 2.620769 2.266812 0.155504 -0.08 0.10 0.33 -1.118
H 3.378782 2.677929 -0.523429 -0.09 -0.08 0.26 0.455
H 2.243986 3.050960 0.826731 0.29 -0.19 -0.14 0.279
H 3.044742 1.450315 0.758148 0.00 0.33 -0.18 0.323
C -1.055447 -1.297129 3.511349 0.00 0.27 0.08 -1.350
H -0.583182 -1.943352 4.263733 -0.18 0.16 -0.10 0.434
H -1.539825 -0.438841 3.999378 0.07 -0.35 -0.05 0.439
H -1.819550 -1.866752 2.964774 0.20 0.19 0.15 0.382
C 1.490150 0.055137 3.449717 0.00 0.43 -0.02 -1.139
H 1.072227 0.966630 3.901083 0.28 -0.25 0.01 0.386
H 1.758846 -0.662763 4.235545 0.00 0.24 -0.17 0.429
H 2.374356 0.327064 2.853764 -0.23 -0.10 0.31 0.342
H -2.392402 -0.555586 -0.787408 -0.67 -0.36 -0.50 -0.021
H -2.489603 0.466023 1.179087 -1.78 -0.01 1.60 -0.012
C -1.183668 5.254199 2.064493 -0.15 -0.16 -0.19 -1.456
C -0.661477 4.195519 1.099951 0.48 -0.13 -0.08 0.087
O -0.791076 2.813565 1.576036 -0.18 0.00 0.28 -0.260
H -2.179789 5.025325 2.468494 0.27 -0.14 -0.20 0.373
H -1.290077 6.193965 1.513303 0.13 -0.09 0.11 0.403
H -0.491927 5.425924 2.891921 -0.05 -0.06 -0.05 0.397
H -1.178000 4.220989 0.136393 -0.12 0.05 0.22 0.289
H 0.418045 4.328187 0.901012 -0.46 0.27 0.08 0.126
H -0.749688 2.846048 2.547499 -0.12 -0.11 -0.42 0.159
```
Forces are in eV/Å.

Summary:
Highest occupied orbital energy ... -14.1 eV
E_LUMO ... -7.22 eV
Total charge ... +2

***

2.
Density functional theory data (ωB97M-V/def2-TZVPD) for a molecular structure, C21H31Cl5P2Zn.

XYZ file:
```
60
Properties=species:S:1:pos:R:3:forces:R:3:mulliken_charge:R:1
P 0.084344 -2.002124 -2.691472 0.84 2.74 -3.37 1.639
P 0.318688 1.502879 -2.557464 0.39 -1.43 -0.83 1.434
C -0.267642 -0.807112 -4.101071 0.33 -0.79 -0.87 -1.237
C 0.519662 0.517576 -4.106810 -0.16 0.50 -0.46 -1.151
H -1.363103 -0.651547 -4.137358 0.50 0.07 0.05 0.322
H 0.016983 -1.395342 -4.990184 -0.36 0.43 -0.32 0.614
H 1.598789 0.378038 -4.299641 -0.43 -0.13 0.07 0.377
H 0.122013 1.174042 -4.895723 0.29 -0.38 -0.31 0.580
C -1.313599 2.224901 -2.945576 0.12 0.60 -0.18 -1.526
H -1.630972 2.903426 -2.144420 -0.05 -0.15 -0.38 0.373
H -2.061216 1.429320 -3.078945 0.31 0.27 0.10 0.267
H -1.202193 2.777990 -3.885126 -0.27 0.07 0.09 0.539
C 1.551434 2.815828 -2.750391 -0.22 0.57 -0.54 -1.439
H 1.224569 3.497247 -3.545991 0.42 0.15 0.08 0.400
H 2.518294 2.361291 -3.012412 -0.30 0.17 0.10 0.371
H 1.649696 3.364700 -1.805500 0.02 -0.06 -0.28 0.337
C -1.102538 -3.294199 -3.116002 0.10 -0.40 -0.24 -1.604
H -1.197845 -4.009398 -2.290119 -0.08 0.09 -0.29 0.393
H -0.741045 -3.802154 -4.019706 -0.31 -0.06 0.13 0.426
H -2.076914 -2.822043 -3.321044 0.33 -0.25 0.16 0.364
C 1.724106 -2.560618 -3.236880 -0.03 -0.84 -0.96 -1.646
H 2.425879 -1.713912 -3.274154 -0.30 -0.26 0.14 0.313
H 1.590559 -2.957704 -4.254439 0.54 -0.12 0.09 0.495
H 2.112198 -3.349103 -2.574453 0.01 0.27 -0.28 0.406
Zn 0.577420 -1.007650 4.385295 -0.19 0.09 -0.13 -0.214
C 0.327203 1.578357 0.108802 -1.97 -0.03 2.14 -0.379
C -1.002813 1.448095 -0.131794 0.47 0.47 0.98 -1.091
C -1.607935 0.168777 -0.601385 -0.67 0.07 -0.20 0.854
C -1.592340 -1.061173 0.333169 -0.80 0.10 -0.48 -0.738
C -0.780809 -2.139172 -0.299671 2.54 -1.07 4.43 -1.336
C 0.590033 -1.953450 -0.530283 -2.41 -0.47 1.48 0.000
C 1.379256 -0.662477 -0.554508 1.05 -0.31 -0.22 0.166
C 1.201085 0.417017 0.539832 1.19 -0.14 -1.08 -0.553
C 1.019217 -2.753907 3.729287 0.21 -0.20 0.09 -0.755
H 0.753240 2.567704 0.325167 -0.37 -0.28 -0.09 0.684
H -1.648573 2.335929 -0.138372 0.46 -0.27 -0.14 0.622
H -1.042743 -0.146095 -1.512490 -0.08 0.33 0.24 -1.314
H -2.634077 0.336798 -0.975943 0.33 0.08 0.32 0.674
H -1.266112 -0.785010 1.348813 0.02 -0.03 -0.21 -0.104
H -2.627112 -1.421666 0.430229 0.24 0.14 0.15 0.523
H -1.154133 -3.172034 -0.263269 0.20 0.48 0.03 0.366
H 1.239184 -2.841055 -0.615725 -0.58 0.23 -0.25 1.028
H 1.216234 -0.135834 -1.543446 0.00 -0.69 1.19 -1.033
H 2.458484 -0.935789 -0.609544 -0.62 0.00 0.30 0.529
H 0.969200 -0.057762 1.508755 -0.42 0.44 -0.33 -0.480
H 2.209347 0.841491 0.667587 -0.23 -0.14 0.15 0.577
H 2.029369 -3.001152 4.101849 -0.41 -0.12 -0.30 0.291
H 0.984581 -2.808838 2.630562 0.05 -0.03 0.35 0.088
H 0.289491 -3.463346 4.152994 0.32 0.12 -0.21 0.269
Cl -2.443447 -0.058523 4.248877 -0.06 0.00 0.03 -0.175
C -1.373867 1.010081 5.090072 0.44 1.10 0.87 0.839
C -0.018184 0.683725 5.141750 0.08 0.19 -0.09 -0.747
C 0.878084 1.558120 5.760061 -1.47 0.84 0.21 0.723
Cl 2.561200 1.193587 5.695217 0.19 -0.05 0.10 -0.206
C 0.418561 2.742551 6.392498 -0.44 -0.80 -0.57 0.035
Cl 1.524367 3.818517 7.122950 0.16 0.15 0.16 -0.179
C -0.966953 3.033064 6.400660 0.37 -1.03 -0.61 0.358
Cl -1.549113 4.408500 7.230626 -0.04 0.13 0.01 -0.170
C -1.870845 2.174986 5.726714 0.95 -0.46 0.02 -0.019
Cl -3.546647 2.505632 5.739545 -0.20 0.10 -0.04 -0.180
```
Forces are in eV/Å.

Summary:
Highest occupied orbital energy (spin up / spin down) ... -5.2 / -5.3 eV
E_LUMO (spin up / spin down) ... 0.17 / 0.17 eV
Total charge ... 0
ΔE to the lowest compared entry with this formula, charge and spin ... 0.0 kcal/mol

***

3.
Density functional theory data (ωB97M-V/def2-TZVPD) for a molecular structure, C21H31ClINOS4SiTi.

XYZ file:
```
62
Properties=species:S:1:pos:R:3:forces:R:3:mulliken_charge:R:1
Ti -0.007028 1.942776 -0.383290 -0.11 -0.37 0.08 -0.328
S 2.268867 1.932774 -0.207192 0.11 -0.01 -0.21 -0.286
S 3.437281 2.649924 1.338416 -0.08 0.02 0.10 -0.621
S -0.857013 3.939214 -1.368771 -0.06 0.11 0.02 -0.454
S -0.619145 2.278607 -2.577321 0.02 -0.07 -0.09 -0.303
Cl -1.770414 3.671485 6.226343 0.00 0.01 0.01 -0.321
C -1.700288 2.970463 4.622137 0.02 -0.04 -0.09 0.658
C -2.597336 2.003492 4.276019 -0.01 0.01 0.06 -0.635
C -2.572491 1.417417 2.995179 -0.02 -0.06 -0.07 -0.231
I -4.063335 0.048524 2.487834 0.03 0.02 0.02 -0.035
C -1.620328 1.771439 2.052210 0.02 0.04 -0.03 0.444
O -1.486936 1.286337 0.856426 -0.01 0.05 0.06 0.099
C -0.713806 2.815002 2.440036 -0.05 -0.03 -0.11 -0.263
N 0.106017 3.199658 1.430780 0.14 0.17 0.17 0.409
C 0.942339 4.190437 1.634968 -0.02 0.01 0.06 -0.642
C 1.003947 4.863749 2.877255 0.03 0.02 -0.05 -0.956
C 0.186526 4.491438 3.898167 -0.02 -0.02 0.01 -0.858
C -0.732023 3.431539 3.694322 -0.04 0.03 0.10 0.141
H -3.342853 1.685701 4.992029 0.00 0.00 -0.01 0.383
H 1.538388 4.505641 0.794295 0.05 -0.03 -0.03 0.595
H 1.724502 5.660837 2.997971 0.00 0.00 -0.01 0.377
H 0.221176 4.992364 4.856686 0.00 -0.01 0.00 0.370
C -1.622146 -2.955287 -1.905137 -0.02 0.00 0.01 -1.866
C -1.419317 -1.434588 -1.967599 0.00 -0.01 0.01 2.666
C -1.498921 -1.031102 -3.447068 0.01 0.01 -0.01 -1.911
C -2.638163 -0.778891 -1.300209 0.00 0.01 -0.01 -1.850
Si 0.218047 -0.733621 -1.084859 0.05 0.15 -0.01 -0.150
C 1.740784 -1.208526 -2.270197 -0.01 0.00 0.00 2.878
C 1.626527 -2.581585 -2.950575 0.01 -0.01 0.00 -1.955
C 3.099983 -1.200071 -1.552821 0.00 0.00 0.01 -1.903
C 1.843434 -0.142778 -3.371752 0.00 0.01 0.00 -1.806
C 0.462670 -1.783217 0.581984 -0.01 0.04 0.04 2.899
C 0.954271 -3.226405 0.400797 -0.01 -0.02 -0.01 -1.968
C 1.473669 -1.050562 1.480322 -0.01 0.02 -0.04 -1.863
C -0.830945 -1.861776 1.403458 0.00 -0.02 0.00 -2.036
H -2.546541 -3.216618 -2.443388 0.00 -0.01 0.00 0.569
H -1.735900 -3.315022 -0.882692 0.00 0.00 0.00 0.316
H -0.805879 -3.513273 -2.365806 0.00 0.01 -0.01 0.201
H -2.481324 -1.328508 -3.844452 0.00 -0.01 0.01 0.562
H -0.741453 -1.509562 -4.067746 0.00 0.00 0.00 0.323
H -1.414447 0.048246 -3.573373 0.00 0.00 -0.01 0.165
H -3.559342 -1.157574 -1.770397 0.00 0.00 0.00 0.596
H -2.615121 0.304512 -1.426400 -0.01 0.00 0.01 0.230
H -2.700540 -0.979953 -0.232416 0.00 0.00 0.00 0.122
H 1.565055 -3.398658 -2.229594 0.00 0.00 0.00 0.236
H 2.524860 -2.752976 -3.563282 0.00 0.00 0.00 0.582
H 0.766963 -2.658628 -3.615168 0.00 0.01 0.00 0.286
H 3.194752 -1.995148 -0.812840 0.00 0.00 -0.01 0.312
H 3.294504 -0.249590 -1.059112 0.00 0.00 0.00 0.215
H 3.891295 -1.360539 -2.300741 0.00 0.01 0.00 0.571
H 0.927990 -0.045224 -3.956685 0.00 -0.01 0.00 0.308
H 2.658603 -0.406877 -4.063194 0.00 0.00 0.00 0.528
H 2.062282 0.837790 -2.947095 0.00 0.00 0.00 0.230
H 1.946911 -3.282439 -0.043490 0.00 0.01 0.00 0.328
H 0.278941 -3.822922 -0.214854 0.00 0.00 0.00 0.244
H 1.013600 -3.710388 1.387628 0.00 0.00 0.00 0.562
H 2.433897 -0.868509 1.000320 0.00 -0.01 0.01 0.302
H 1.647686 -1.643538 2.390497 0.00 0.00 0.00 0.545
H 1.099894 -0.071220 1.788372 0.01 0.00 0.01 0.075
H -1.594597 -2.488932 0.940570 0.00 0.01 0.00 0.342
H -1.261121 -0.876586 1.566228 0.00 0.00 -0.01 0.002
H -0.606900 -2.298302 2.388256 0.01 0.00 0.00 0.567
```
Forces are in eV/Å.

Summary:
Highest occupied orbital energy ... -0.8 eV
E_LUMO ... 3.80 eV
Total charge ... -2
ΔE to the lowest compared entry with this formula, charge and spin ... 0.0 kcal/mol

***

4.
Density functional theory data (ωB97M-V/def2-TZVPD) for a molecular structure, C21H31CoF5P2.

XYZ file:
```
60
Properties=species:S:1:pos:R:3:forces:R:3:mulliken_spin:R:1
P -2.629398 3.446301 -3.163980 -2.45 -0.43 -3.27 0.034
P -5.165063 1.179267 -1.238972 -3.02 -1.33 -2.23 0.098
C -4.344684 2.827210 -3.389841 -0.72 0.51 -0.07 0.017
C -5.105196 2.802004 -2.055803 -0.03 0.68 0.12 0.021
H -4.358330 1.827004 -3.871522 0.42 0.50 0.18 -0.014
H -4.857930 3.509527 -4.101961 0.13 -0.41 0.47 0.000
H -4.724635 3.536583 -1.337914 0.15 -0.22 -0.12 -0.015
H -6.152340 3.125449 -2.225472 0.38 -0.51 0.24 0.007
C -6.690008 0.573180 -2.123891 -0.09 0.27 0.42 0.017
H -7.042329 -0.387678 -1.729811 0.11 0.23 0.04 -0.002
H -6.437201 0.408533 -3.183347 0.05 0.17 0.35 -0.010
H -7.490299 1.328994 -2.053730 0.22 -0.40 -0.01 0.000
C -5.645351 1.421403 0.507988 0.39 -0.06 0.42 -0.006
H -6.751732 1.415955 0.610063 0.71 -0.06 -0.27 0.001
H -5.260522 2.395798 0.876795 -0.10 -0.65 -0.25 -0.002
H -5.219188 0.612486 1.132936 -0.22 0.44 -0.28 0.001
C -2.369315 3.978908 -4.895096 0.18 0.28 0.04 0.001
H -1.365943 4.396685 -5.028722 -0.08 -0.09 0.00 0.000
H -3.100407 4.761892 -5.113481 0.10 -0.01 -0.05 0.000
H -2.507858 3.158091 -5.614318 0.14 0.07 0.51 -0.002
C -2.797034 5.016077 -2.299549 0.05 0.67 0.20 -0.004
H -3.509253 4.988267 -1.470040 0.40 -0.06 -0.04 -0.004
H -3.152810 5.756003 -3.025324 0.09 -0.01 0.14 0.000
H -1.814519 5.329362 -1.938566 -0.11 0.01 0.13 0.002
Co -0.449566 1.995757 1.427131 0.37 -1.44 0.25 2.074
C -4.076734 -0.288418 -1.693643 2.66 0.75 2.57 0.097
C -3.896104 -1.165460 -2.859089 -0.93 0.00 0.36 0.617
C -3.041914 -0.933294 -4.005697 0.85 -0.26 -1.08 0.043
C -1.514198 -0.504624 -3.889931 -0.90 -0.77 -0.45 0.063
C -1.176023 0.914788 -3.901347 -0.11 2.30 -0.44 0.000
C -1.567785 1.947627 -2.968736 3.99 -1.26 3.23 -0.004
C -1.887148 1.540148 -1.436509 0.27 0.20 -0.53 -0.019
C -2.664524 0.240718 -1.095480 0.46 -0.66 0.10 0.187
C 1.302261 2.425082 0.683577 0.04 1.23 -0.24 -0.034
H -4.371007 -1.008391 -0.892214 -0.31 0.72 -0.21 0.008
H -4.424310 -2.123603 -2.854106 -0.05 0.47 0.29 -0.065
H -3.569495 -0.161233 -4.587013 0.38 -0.06 -0.51 0.053
H -3.011265 -1.884833 -4.574393 -0.37 0.59 0.09 0.005
H -1.089936 -1.020046 -3.007171 -0.04 -0.24 -0.48 -0.019
H -1.058404 -0.889814 -4.832055 -0.20 -0.17 0.92 -0.004
H -0.290345 1.176460 -4.512628 -0.75 -0.10 0.36 0.003
H -0.629684 2.603368 -2.885925 -0.73 -0.66 0.25 0.003
H -2.326291 2.405032 -0.877827 -0.13 -0.17 -0.45 -0.068
H -0.910290 1.446287 -0.895881 -0.64 -0.28 -0.54 -0.023
H -1.969775 -0.575257 -1.313350 -0.17 0.10 0.40 -0.077
H -2.790902 0.280937 0.012422 0.14 -0.18 -0.58 0.024
H 1.723558 3.245378 1.287358 0.29 -0.10 -0.41 0.034
H 1.350643 2.671716 -0.388637 0.19 0.06 0.20 0.003
H 1.866136 1.506069 0.868563 -0.04 0.05 -0.01 0.007
F 0.092797 -0.842419 -0.521199 0.16 0.14 0.04 -0.008
C -0.061155 -1.139474 0.800473 -0.23 -0.46 0.77 -0.043
C -0.264648 -0.137381 1.740828 -0.65 -0.34 0.66 0.144
C -0.388467 -0.628784 3.045058 0.01 -0.72 -0.82 -0.166
F -0.431101 0.265831 4.084631 -0.26 -0.52 -0.32 0.001
C -0.532593 -1.999148 3.362513 0.05 1.09 -0.08 0.009
F -0.826204 -2.332394 4.634416 0.00 -0.36 -0.17 0.002
C -0.438220 -2.965199 2.354691 -0.10 0.63 -0.22 -0.004
F -0.800945 -4.250411 2.569771 0.57 0.42 0.05 0.000
C -0.081451 -2.516886 1.077429 -0.25 0.36 -0.16 0.019
F 0.134527 -3.390175 0.061699 -0.28 0.06 0.50 0.001
```
Forces are in eV/Å.

Summary:
Highest occupied orbital energy (spin up / spin down) ... -5.6 / -5.3 eV
Multiplicity ... 4
E_LUMO (spin up / spin down) ... -0.60 / -1.30 eV
<S²> ... 3.883
Total charge ... 0
ΔE to the lowest compared entry with this formula, charge and spin ... 33.8 kcal/mol

***

Electronic energy, record by record: -2105.99445; -5581.53457; -4438.60904; -3383.11810 Ha